*P*
Here is one molecule with the formula C18H18N2O2 from the Open Molecules 2025 dataset. Energies are from ωB97M-V with the def2-TZVPD basis set.

Geometry as XYZ:
```
40
Properties=species:S:1:pos:R:3:lowdin_charge:R:1
C -6.521 -1.881 -0.207 -0.06
C -5.296 -1.017 -0.165 -0.30
C -4.362 -1.051 -1.192 -0.05
C -3.217 -0.280 -1.152 -0.02
C -2.964 0.552 -0.064 -0.26
N -1.867 1.410 -0.009 0.06
C -0.574 1.049 -0.537 -0.21
C 0.251 2.262 -0.978 -0.01
C 1.596 2.103 -0.302 -0.41
O 2.570 2.794 -0.430 0.11
N 1.517 1.014 0.540 0.06
C 2.634 0.571 1.364 -0.06
C 3.452 -0.451 0.619 -0.20
C 3.135 -1.800 0.709 -0.04
C 3.861 -2.734 -0.009 -0.08
C 4.904 -2.326 -0.823 -0.09
C 5.218 -0.981 -0.923 -0.08
C 4.493 -0.045 -0.206 -0.04
C 0.309 0.358 0.510 -0.36
O 0.006 -0.565 1.219 0.13
C -3.904 0.593 0.965 -0.03
C -5.049 -0.176 0.911 -0.05
H -7.337 -1.423 0.347 0.07
H -6.842 -2.049 -1.233 0.07
H -6.310 -2.852 0.243 0.08
H -4.534 -1.692 -2.045 0.11
H -2.529 -0.327 -1.983 0.10
H -1.801 1.882 0.885 0.14
H -0.718 0.347 -1.362 0.15
H 0.381 2.334 -2.056 0.13
H -0.211 3.192 -0.641 0.13
H 3.233 1.455 1.597 0.13
H 2.213 0.141 2.276 0.13
H 2.315 -2.114 1.337 0.11
H 3.612 -3.782 0.067 0.10
H 5.472 -3.057 -1.382 0.10
H 6.028 -0.660 -1.560 0.10
H 4.728 1.006 -0.289 0.11
H -3.730 1.239 1.815 0.11
H -5.759 -0.126 1.724 0.11
```

HOMO-LUMO gap, eV: 8.58
SMILES string: Cc1ccc(N[C@H]2CC(=O)N(Cc3ccccc3)C2=O)cc1
E_HOMO, Eh: -0.2893



*Q*
Here is one molecule with the formula C18H18N2O2 from the Open Molecules 2025 dataset. Energies are from ωB97M-V with the def2-TZVPD basis set.

Geometry as XYZ:
```
40
Properties=species:S:1:pos:R:3:lowdin_charge:R:1
C 1.101 2.759 0.868 -0.05
C 2.376 2.190 1.473 -0.20
O 2.653 0.875 0.995 0.01
C 3.318 0.771 -0.162 -0.48
O 3.679 1.708 -0.827 0.13
C 3.620 -0.661 -0.454 -0.13
C 4.957 -0.917 -0.818 -0.19
N 6.046 -1.138 -1.106 0.17
C 2.744 -1.681 -0.316 0.05
C 1.338 -1.574 -0.052 -0.18
C 0.629 -2.424 0.845 0.02
C -0.673 -2.022 0.861 -0.26
C -1.835 -2.546 1.628 -0.02
N -0.804 -0.987 -0.034 0.03
C -2.017 -0.322 -0.324 -0.22
C -2.581 0.523 0.624 -0.01
C -3.770 1.174 0.345 -0.07
C -4.396 0.985 -0.876 -0.08
C -3.834 0.142 -1.819 -0.07
C -2.646 -0.514 -1.547 -0.01
C 0.407 -0.699 -0.592 -0.20
C 0.520 0.283 -1.704 0.01
H 0.870 3.710 1.339 0.08
H 1.235 2.919 -0.199 0.07
H 0.272 2.073 1.026 0.06
H 2.281 2.078 2.555 0.13
H 3.226 2.840 1.239 0.13
H 3.130 -2.691 -0.402 0.14
H 1.063 -3.207 1.434 0.11
H -2.146 -1.846 2.404 0.08
H -1.562 -3.484 2.103 0.08
H -2.687 -2.716 0.970 0.08
H -2.083 0.669 1.571 0.12
H -4.206 1.831 1.082 0.11
H -5.323 1.494 -1.091 0.10
H -4.322 -0.009 -2.770 0.11
H -2.207 -1.182 -2.273 0.12
H -0.075 1.172 -1.496 0.08
H 0.150 -0.153 -2.634 0.09
H 1.552 0.576 -1.864 0.07
```

HOMO-LUMO gap, eV: 8.28
SMILES string: CCOC(=O)/C(C#N)=C\c1cc(C)n(-c2ccccc2)c1C
E_HOMO, Eh: -0.2983



Need the numbers? Relative energies in kJ/mol: *P* 0.0; *Q* 161.0.